[1]
Computed, not measured: C45H40F3N4SbTi as an isolated structure in a non-equilibrium geometry, with wB97M-V/def2-TZVPD.

ΔE to the lowest compared entry with this formula, charge and spin in eV: 0.607
Frontier orbital gap (spin up / spin down) in eV: 6.53 / 5.44
M in g/mol: 863.46
⟨S²⟩: 0.780
Total charge: +1
Spin multiplicity: 2
E in hartree: -3346.9757
HOMO energy (spin up / spin down) in eV: -9.99 / -10.06
LUMO level (spin up / spin down) in eV: -3.46 / -4.62

Each line ends with the Löwdin spin population.
Geometry (Å):
Ti1 -0.6223 -0.0848 0.2340  0.296
C1 -0.2255 1.3495 5.6640  -0.002
C2 -0.5878 2.5190 5.0103  0.000
C3 -0.9171 2.5128 3.6666  -0.003
C4 -0.9182 1.3184 2.9353  0.001
C5 -0.5362 0.1473 3.6064  0.001
C6 -0.1904 0.1642 4.9492  0.001
N1 -1.1789 1.2677 1.5557  -0.013
C7 -1.9571 2.2224 0.9224  0.023
C8 -2.9634 3.0305 1.4741  -0.008
C9 -3.6375 3.9355 0.6816  0.026
C10 -3.3489 4.0777 -0.6803  -0.009
C11 -2.3973 3.2763 -1.2638  0.023
C12 -1.7249 2.3356 -0.4771  -0.003
N2 -0.7852 1.4326 -0.9132  0.138
N3 -0.1996 1.5178 -2.0785  0.272
C13 0.7264 0.5394 -2.2250  0.021
C14 1.5307 0.4937 -3.3743  0.046
C15 2.4743 -0.4936 -3.4952  0.020
C16 2.6010 -1.4431 -2.4769  0.050
C17 1.7857 -1.3412 -1.3787  0.024
N4 0.8597 -0.3782 -1.2247  0.052
H1 0.0234 1.3653 6.7166  0.000
H2 -0.5959 3.4566 5.5516  0.000
H3 -1.1182 3.4474 3.1636  0.000
H4 -0.5555 -0.7934 3.0721  0.002
H5 0.0910 -0.7591 5.4409  0.000
H6 -3.2303 2.9272 2.5158  -0.001
H7 -4.4155 4.5458 1.1214  0.002
H8 -3.8936 4.8003 -1.2719  -0.001
H9 -2.1693 3.3349 -2.3202  0.002
H10 1.3757 1.2497 -4.1310  0.001
H11 3.1146 -0.5415 -4.3658  0.000
H12 3.3325 -2.2353 -2.5372  0.002
H13 1.8609 -2.0616 -0.5721  0.001
C18 -2.8519 -0.7787 0.3244  -0.005
C19 -2.3610 -0.9371 -1.0076  0.001
C20 -1.3648 -1.9525 -0.9845  0.007
C21 -1.1896 -2.3657 0.3655  0.002
C22 -2.1413 -1.6707 1.1638  0.013
C23 -2.5732 -2.0413 2.5496  0.003
C24 -0.3696 -3.5302 0.8435  0.001
C25 -0.8197 -2.6291 -2.2022  0.001
C26 -2.9713 -0.3278 -2.2311  0.002
C27 -4.0848 -0.0330 0.7190  -0.001
H14 -3.4710 -2.6610 2.4783  0.001
H15 -2.8254 -1.1698 3.1519  0.000
H16 -1.8166 -2.6211 3.0762  0.000
H17 -1.0194 -4.3941 0.9994  0.000
H18 0.1306 -3.3206 1.7900  0.000
H19 0.3867 -3.8227 0.1164  0.000
H20 -0.6306 -1.9265 -3.0147  0.000
H21 -1.5541 -3.3539 -2.5595  0.000
H22 0.1022 -3.1692 -1.9979  0.000
H23 -3.8544 -0.8969 -2.5295  0.000
H24 -2.2760 -0.3307 -3.0698  0.001
H25 -3.2873 0.6993 -2.0488  0.000
H26 -4.9359 -0.7184 0.6833  0.000
H27 -4.2977 0.7956 0.0452  0.000
H28 -4.0161 0.3521 1.7357  0.000
F1 6.0459 -1.0870 6.2233  0.000
C28 5.1825 -0.8379 5.2329  0.000
C29 5.4880 0.1515 4.3133  0.000
C30 4.5917 0.4064 3.2911  0.000
C31 3.4040 -0.3168 3.1980  0.001
C32 3.1269 -1.3091 4.1291  0.000
C33 4.0198 -1.5777 5.1577  0.000
Sb1 2.0658 0.1703 1.5895  0.004
C34 3.7128 0.3291 0.1979  0.001
C35 3.8563 1.3969 -0.6790  0.000
C36 4.9370 1.4560 -1.5486  0.001
C37 5.8634 0.4318 -1.5284  0.000
F2 6.9080 0.4858 -2.3662  0.000
C38 5.7513 -0.6440 -0.6652  0.001
C39 4.6689 -0.6855 0.1977  0.001
C40 1.9240 2.2535 2.0696  0.001
C41 2.2434 2.7197 3.3410  0.000
C42 2.1161 4.0650 3.6509  0.000
C43 1.6583 4.9294 2.6758  0.000
F3 1.5250 6.2309 2.9721  0.000
C44 1.3208 4.4963 1.4077  0.000
C45 1.4488 3.1478 1.1135  0.001
H29 6.4125 0.7057 4.4060  0.000
H30 4.8184 1.1723 2.5602  0.000
H31 2.2104 -1.8832 4.0585  0.000
H32 3.8272 -2.3472 5.8935  0.000
H33 3.1319 2.2023 -0.6897  0.000
H34 5.0729 2.2871 -2.2283  0.000
H35 6.5043 -1.4210 -0.6712  0.000
H36 4.5780 -1.5173 0.8879  0.000
H37 2.5805 2.0323 4.1036  0.000
H38 2.3545 4.4403 4.6373  0.000
H39 0.9647 5.2077 0.6738  0.000
H40 1.1590 2.7975 0.1299  0.001

=====

[2]
Computed, not measured: C45H40FMnN4O6PS2 as an isolated structure in a non-equilibrium geometry, with wB97M-V/def2-TZVPD.

Frontier orbital gap (spin up / spin down) in eV: 3.02 / 3.16
M in g/mol: 901.88
⟨S²⟩: 8.756
Spin multiplicity: 6
E in hartree: -4797.7700
HOMO energy (spin up / spin down) in eV: -5.35 / -5.48
LUMO level (spin up / spin down) in eV: -2.32 / -2.32

Each line ends with the Löwdin spin population.
Geometry (Å):
Mn1 1.5870 -0.6871 -0.7774  4.638
C1 1.6163 2.2119 -2.5649  0.004
C2 2.7486 1.2930 -2.7927  0.019
C3 3.5093 1.4282 -3.9610  0.000
C4 4.6760 0.7243 -4.1147  0.011
C5 5.1282 -0.1256 -3.0855  0.000
C6 6.4879 -0.6450 -3.1191  0.007
C7 6.8655 -1.4017 -2.0429  -0.001
C8 5.9099 -1.8213 -1.0481  0.012
C9 4.5973 -1.3332 -1.0371  0.006
S1 3.4926 -1.9625 0.1199  0.061
C10 4.2251 -0.3877 -2.0327  0.009
N1 3.0363 0.3016 -1.9340  0.029
H1 1.8838 3.2432 -2.8769  0.001
H2 1.3205 2.1545 -1.5061  0.001
H3 0.7572 1.8692 -3.1596  0.001
H4 3.1704 2.1144 -4.7769  0.000
H5 5.2457 0.7953 -5.0328  0.001
H6 7.1928 -0.3831 -3.9012  0.001
H7 7.9154 -1.7207 -2.0188  0.000
H8 6.2153 -2.4676 -0.1930  0.002
F1 0.3144 5.5082 1.8193  0.000
C11 -0.0550 4.3143 2.3775  0.000
C12 0.2399 3.1419 1.8026  0.001
C13 -0.3606 1.9197 2.1128  0.001
C14 0.0377 0.7303 1.3912  0.011
O1 0.8627 0.8546 0.4324  0.045
C15 -0.4268 -0.4852 1.9910  0.001
C16 -1.3105 -0.4076 3.0461  0.004
N2 -1.7314 0.7376 3.7171  0.004
C17 -2.4979 0.4350 4.8598  0.000
C18 -3.6695 1.2453 5.2307  0.000
C19 -2.4505 1.2459 6.1282  0.000
C20 -1.2690 1.9531 3.2527  0.001
C21 -1.6276 3.1884 3.7981  0.000
C22 -0.9460 4.3888 3.4531  0.001
N3 -1.2454 5.6149 4.0483  0.000
C23 -2.5753 5.9192 4.4763  0.000
C24 -2.6301 6.6766 5.7762  0.000
N4 -1.8682 7.9313 5.6834  0.000
C25 -0.4461 7.6570 5.2320  0.000
C26 -0.4169 6.7894 3.9735  0.000
C27 -0.1044 -1.8684 1.4870  0.007
O2 -0.5722 -2.8653 2.0743  0.007
O3 0.6470 -2.0707 0.4714  0.052
H9 0.9605 3.0543 1.0004  0.000
H10 -1.6602 -1.3556 3.4753  0.000
H11 -2.6591 -0.5707 5.0486  0.000
H12 -4.4657 0.5552 5.5966  0.000
H13 -4.0380 2.1453 4.6934  0.000
H14 -2.6504 0.6137 6.9667  0.000
H15 -1.9351 2.2082 6.2017  0.000
H16 -2.3888 3.1561 4.5977  0.000
H17 -3.1809 5.0025 4.5217  0.000
H18 -3.1282 6.4867 3.6834  0.000
H19 -2.1780 6.0568 6.5906  0.000
H20 -3.6843 6.9314 6.0496  0.000
H21 -1.8844 8.4509 6.5949  0.000
H22 -2.3493 8.5083 4.9285  0.000
H23 0.0641 7.1107 5.9997  0.000
H24 0.0838 8.6166 5.0170  0.000
H25 0.6487 6.4309 3.9000  0.000
H26 -0.6407 7.3940 3.0665  0.000
O4 -1.2982 0.9484 -3.1595  0.002
S2 -1.1698 -0.4255 -2.6788  0.007
O5 -1.9414 -0.8769 -1.4882  0.001
O6 0.3718 -0.7403 -2.5916  0.047
C28 -1.7252 -1.5369 -3.9880  0.002
C29 -2.4469 -1.0253 -5.0812  0.001
C30 -2.8625 -1.9125 -6.1008  0.000
C31 -2.4810 -3.2567 -6.0785  0.000
C32 -1.7203 -3.7118 -5.0040  0.000
C33 -1.2487 -2.8295 -3.9939  0.001
P1 -0.2960 -3.3692 -2.5500  0.002
C34 0.9282 -4.4351 -3.3599  0.000
C35 0.7426 -5.8174 -3.3505  0.000
C36 1.7588 -6.6644 -3.8107  0.000
C37 3.0172 -6.1154 -4.2137  0.000
C38 3.1903 -4.7289 -4.2687  0.000
C39 2.1577 -3.9128 -3.8124  0.000
C40 -1.3547 -4.4238 -1.6103  0.000
C41 -0.7762 -4.8897 -0.4274  0.000
C42 -1.5367 -5.7027 0.4151  0.000
C43 -2.8729 -6.0631 0.1696  0.000
C44 -3.5106 -5.4476 -0.9298  0.000
C45 -2.7349 -4.6213 -1.7989  0.000
H27 -2.6635 0.0701 -4.9890  0.000
H28 -3.3536 -1.4385 -6.9706  0.000
H29 -2.7186 -3.9822 -6.8415  0.000
H30 -1.5072 -4.7908 -4.9422  0.000
H31 -0.2187 -6.2179 -2.9678  0.000
H32 1.6086 -7.7318 -3.8909  0.000
H33 3.8502 -6.7922 -4.4502  0.000
H34 4.1660 -4.1855 -4.4651  0.000
H35 2.2961 -2.8504 -3.7329  0.000
H36 0.2718 -4.6328 -0.2071  0.000
H37 -1.0291 -6.1091 1.2749  0.000
H38 -3.4067 -6.7509 0.8391  0.000
H39 -4.5687 -5.4908 -1.0757  0.000
H40 -3.3111 -4.0883 -2.5806  0.000